38
Properties=species:S:1:pos:R:3 method="wB97M-V/def2-TZVPD" spin_multiplicity=3 s2=2.023 charge=+2 e_homo_ev="-13.94 / -14.56"
Au 0.21816 -0.23828 -0.43424
C 3.04262 -0.29628 1.26141
C 3.49861 0.33520 -0.04711
S 2.38619 0.11361 -1.47514
C 2.76989 -1.56264 -2.08706
C 2.25915 -2.77770 -1.32109
S 0.44306 -2.85684 -1.30982
C 0.01972 -3.44694 0.35741
C -1.33436 -2.89021 0.80243
S -1.52945 -1.08284 1.00824
C -0.82950 -0.76762 2.65894
C 0.68669 -0.82706 2.80152
S 1.44813 0.42790 1.73716
H 3.78362 -0.09145 2.03440
H 2.92916 -1.37482 1.17418
H 4.48132 -0.03477 -0.34122
H 3.59062 1.41807 0.05433
H 3.85740 -1.59920 -2.17471
H 2.38020 -1.56087 -3.10761
H 2.62991 -2.81142 -0.29836
H 2.64514 -3.66054 -1.83151
H 0.81592 -3.17603 1.04787
H -0.06041 -4.53390 0.34866
H -1.61533 -3.32487 1.76330
H -2.11817 -3.17323 0.09852
H -1.30462 -1.47208 3.34280
H -1.20526 0.22208 2.92552
H 1.08862 -1.80722 2.55517
H 0.94260 -0.61073 3.83893
Te -1.18074 0.51263 -2.69992
C -0.04479 0.39611 -4.39226
C -0.60787 -0.00075 -5.59554
C 0.29752 0.07614 -6.66714
C 1.51998 0.55908 -6.28330
S 1.59155 0.90164 -4.61657
H -1.63458 -0.32436 -5.69702
H 0.05341 -0.18988 -7.68458
H 2.37706 0.75368 -6.91015

=====

47
Properties=species:S:1:pos:R:3 method="wB97M-V/def2-TZVPD" spin_multiplicity=1 e_above_lowest_kj_mol=122.2 charge=-1 e_homo_ev=-5.54
Bi 1.69125 0.54091 0.54566
C 2.09066 -3.07212 -3.26629
C 1.63981 -1.85149 -3.74645
C 0.49453 -1.27954 -3.20844
C -0.18447 -1.92023 -2.18270
C 0.27539 -3.13480 -1.68376
C 1.40956 -3.71102 -2.23537
H 2.99074 -3.51665 -3.67404
H 2.19134 -1.31058 -4.50435
H 0.17352 -0.31598 -3.55718
H -1.07120 -1.47322 -1.74758
H -0.24093 -3.59243 -0.84986
H 1.78183 -4.65208 -1.84833
O 1.16360 5.38509 0.70846
C 1.20001 4.08288 0.36027
O 2.00368 3.31911 0.80909
C 0.12903 3.76746 -0.65872
O -0.01732 2.38695 -0.79100
C 0.08721 1.87007 -2.09732
C 1.54323 1.57971 -2.53474
O 1.72207 1.53372 -3.75275
O 2.41574 1.41380 -1.62116
H 1.88273 5.50934 1.34620
H 0.41056 4.24148 -1.60588
H -0.80657 4.21679 -0.31422
H -0.39372 2.53492 -2.81595
H -0.45470 0.92055 -2.09278
N -2.80519 -1.11401 2.84840
C -1.59504 -0.64355 2.06206
C -2.09780 -0.24579 0.67692
P -0.50797 -2.15740 1.94716
O -0.60528 -2.60160 3.52754
O -1.31452 -3.11130 1.14098
O 0.90480 -1.77329 1.65223
P -1.01552 0.85949 2.96647
O -1.00921 0.22465 4.47555
O -2.12704 1.83712 2.84820
O 0.39162 1.16387 2.59090
H -3.21205 -1.92207 2.36967
H -3.47394 -0.34284 2.92063
H -2.48508 -1.39268 3.78109
H -2.48543 -1.12149 0.15359
H -1.26588 0.15140 0.09300
H -2.83921 0.55113 0.75213
H 0.26824 -2.83258 3.86063
H -0.22097 0.49509 4.95754
O 3.36792 0.50322 1.39445

=====

44
Properties=species:S:1:pos:R:3 method="wB97M-V/def2-TZVPD" spin_multiplicity=1 charge=-1 e_homo_ev=-4.75
F 1.32369 -0.05760 2.41354
C 0.55355 0.93307 2.00214
F 0.29983 0.68191 0.70476
F -0.63421 0.71661 2.61644
C 1.07418 2.31870 2.25205
C 2.46879 2.41157 2.89514
Nb 4.22547 2.31764 1.40679
C 5.85829 2.25494 -0.17987
C 5.98686 0.85505 -0.76441
C 6.22609 0.69152 -2.21793
O 4.92717 0.37022 -1.48599
H 0.32798 2.80206 2.87823
H 1.08336 2.85256 1.31103
H 2.50682 3.37088 3.39939
H 2.59016 1.62949 3.63967
H 5.18485 1.08140 2.40467
H 4.92358 3.68370 2.45035
H 3.35676 3.60883 0.40148
H 3.15906 0.99060 0.71981
H 6.79486 2.46538 0.33940
H 5.69522 2.92779 -1.01401
H 6.52083 0.13648 -0.14645
H 5.92189 1.45540 -2.91092
H 6.49126 -0.27839 -2.60689
C -1.36159 -0.66732 -1.77396
C -2.78130 -0.58780 -1.25434
O -3.54363 -0.96296 -2.39529
C -2.76601 -1.76667 -3.17482
O -3.17872 -2.43805 -4.06075
O -1.48349 -1.69203 -2.78055
F -3.14343 0.66001 -0.87789
H -1.06234 0.27103 -2.23975
H -0.63156 -0.94615 -1.02165
H -3.00841 -1.27818 -0.44142
C -6.48282 -2.85823 -1.01364
C -5.63800 -3.67501 -0.05491
O -6.00912 -3.14523 1.20145
C -7.27781 -2.64982 1.09769
O -7.96784 -2.36021 2.01138
O -7.62860 -2.55805 -0.20636
F -4.31246 -3.48710 -0.26002
H -5.97073 -1.93542 -1.28899
H -6.77645 -3.39597 -1.90942
H -5.84204 -4.74665 -0.06521

=====

50
Properties=species:S:1:pos:R:3 method="wB97M-V/def2-TZVPD" spin_multiplicity=6 e_above_lowest_kj_mol=86.8 s2=8.753 charge=-1 e_homo_ev="-4.04 / -4.25"
Mn 1.08460 1.37577 -1.91784
O 1.23887 3.37256 -1.72775
H 1.91648 3.69998 -1.12849
N -0.51928 2.34587 -4.48426
O -0.15638 2.00307 -5.61264
O -1.00262 3.45004 -4.26389
O -0.48381 1.47386 -3.54254
N 3.23604 0.16500 -4.07680
O 3.66417 -0.96770 -4.25430
O 2.64942 0.42879 -2.97939
O 3.36714 1.05045 -4.90578
C -4.13132 0.46305 2.24417
C -3.52211 -0.17556 1.01758
C -4.25306 0.21161 -0.30572
O -3.24477 0.86883 -1.03784
C -2.05318 0.83874 -0.40049
O -1.08332 1.38450 -0.77466
O -2.18362 0.19019 0.80455
H -4.94734 -0.14023 2.65040
H -4.52594 1.47717 2.12296
H -3.44308 0.58454 3.08764
H -3.62673 -1.25513 1.16009
H -5.08933 0.86933 -0.09274
H -4.54531 -0.70406 -0.81585
C 3.78856 2.75487 3.69870
C 3.32505 1.46348 3.09414
C 1.82437 1.13090 3.16879
O 1.44175 0.90779 1.81177
C 2.47842 1.15829 0.99138
O 2.43315 0.98271 -0.18329
O 3.54888 1.58925 1.65928
H 3.29027 3.59157 3.19885
H 4.85320 2.88226 3.52964
H 3.47561 2.85786 4.73963
H 3.95224 0.61918 3.38666
H 1.33595 2.03805 3.54202
H 1.49522 0.26829 3.73806
C -1.43508 -4.07367 0.57003
C -0.12583 -3.71674 -0.08433
C -0.11721 -3.97877 -1.60060
O 0.22324 -2.74704 -2.17412
C 0.26422 -1.78181 -1.22436
O 0.56291 -0.66766 -1.47336
O 0.11257 -2.30627 0.00878
H -1.55142 -5.15535 0.68263
H -2.26513 -3.67307 -0.00905
H -1.46613 -3.73065 1.60696
H 0.72602 -4.20924 0.38467
H -1.06476 -4.41281 -1.94853
H 0.54843 -4.80208 -1.88073

=====

34
Properties=species:S:1:pos:R:3 method="wB97M-V/def2-TZVPD" spin_multiplicity=1 e_above_lowest_kj_mol=497.1 charge=+1 e_homo_ev="-12.27 / -10.43"
C 3.34070 -1.20860 0.51825
C 1.96212 -1.29270 0.47161
C 2.62659 0.87848 0.12013
C 0.22635 0.44834 0.09145
C -0.64864 0.44211 -0.95604
C -2.84122 -0.60815 0.76472
C -2.64230 0.74087 0.33917
C 0.93266 -2.36389 0.54464
C 2.54127 2.33091 -0.10532
C -0.20894 0.29029 -2.41669
C -2.92109 -1.78310 -0.01072
C -2.06915 1.75745 1.33923
N 1.53190 0.05091 0.16031
N 3.71077 0.06064 0.30491
O -1.94797 0.86313 -0.95378
H 3.99230 -2.08784 0.62392
H -3.09285 -0.65984 1.84047
H -3.62078 1.33371 0.17314
H 0.08773 -2.20461 1.31721
H 0.40674 -2.61294 -0.36487
H 1.38058 -3.17621 0.96063
H 2.59553 2.45574 -1.18926
H 1.59735 2.72010 0.20315
H 3.26347 2.97543 0.40591
H 0.55796 1.07305 -2.77189
H -1.02456 0.41921 -3.07829
H 0.19593 -0.64043 -2.59386
H -2.98764 -2.61392 0.71223
H -2.12720 -1.85065 -0.87112
H -3.80544 -1.98027 -0.70116
H -1.03942 1.45464 1.63538
H -2.84064 1.71803 2.14218
H -1.78637 2.69966 0.78339
H 4.65425 0.37044 0.56099

=====

40
Properties=species:S:1:pos:R:3 method="wB97M-V/def2-TZVPD" spin_multiplicity=1 e_above_lowest_kj_mol=0.0 smiles="Cc1ccc(OP(=O)(O)O)cc1.CNC(=O)CNC(C)=O" e_homo_ev=-9.09
C -1.28660 5.59377 -3.11770
C -1.49544 4.41302 -2.20870
C -2.24510 4.55390 -1.03564
C -2.45824 3.45364 -0.19942
C -1.92246 2.20092 -0.50951
O -2.24027 1.16840 0.32487
P -1.00742 0.28895 0.91545
O -0.32546 -0.56154 -0.08691
O 0.08566 1.19234 1.60733
O -1.63765 -0.64508 2.03230
C -1.18079 2.05525 -1.69139
C -0.96792 3.15511 -2.53286
H -0.39490 5.45398 -3.73643
H -2.15255 5.71790 -3.77472
H -1.15574 6.50918 -2.53244
H -2.67332 5.51783 -0.77751
H -3.05590 3.56545 0.69922
H 0.68637 0.51079 1.98650
H -2.08889 0.00320 2.58586
H -0.78649 1.08457 -1.97682
H -0.39683 3.02245 -3.44680
C 1.89857 -2.99025 -1.83450
N 1.19218 -3.07072 -0.55684
C 1.21858 -4.12511 0.27183
O 1.88008 -5.13206 0.04214
C 0.45260 -4.03286 1.59778
N 0.40647 -2.67884 2.15561
C 1.44842 -1.97215 2.59497
C 2.79030 -2.64687 2.79948
O 1.33090 -0.77205 2.81746
H 1.18412 -2.80014 -2.63624
H 2.62188 -2.17516 -1.80164
H 2.42617 -3.92236 -2.04579
H 0.63302 -2.26306 -0.29005
H -0.56720 -4.36879 1.41343
H 0.91300 -4.71384 2.31351
H -0.46941 -2.17482 2.08109
H 3.20813 -2.93583 1.83669
H 3.46735 -1.95027 3.29187
H 2.66480 -3.52884 3.42453

=====

Number 1: strongest force on any atom 0.0107 hartree/bohr, calculated total energy -77898.32784 eV. Number 2: strongest force on any atom 0.0136 hartree/bohr, calculated total energy -63237.64954 eV. Number 3: strongest force on any atom 0.0568 hartree/bohr, calculated total energy -42216.10282 eV. Number 4: strongest force on any atom 0.0465 hartree/bohr, calculated total energy -79808.32886 eV. Number 5: strongest force on any atom 0.0759 hartree/bohr, calculated total energy -17768.18859 eV. Number 6: strongest force on any atom 0.0652 hartree/bohr, calculated total energy -37310.91726 eV.